1.
{
  "formula": "C7H23Li2N4O7",
  "method": "ωB97M-V with the def2-TZVPD basis set",
  "symbols": ["Li", "Li", "C", "O", "H", "H", "H", "C", "C", "O", "O", "H", "H", "H", "H", "H", "H", "C", "C", "O", "O", "H", "H", "H", "H", "H", "H", "C", "O", "N", "N", "H", "H", "H", "H", "C", "O", "N", "N", "H", "H", "H", "H"],
  "positions_angstrom": [[1.731, 2.343, 0.351], [0.701, 1.940, 2.065], [-0.285, 1.169, 0.015], [0.437, 2.069, 0.818], [-0.550, 1.662, -0.921], [0.429, 0.433, -0.355], [-1.247, 0.802, 0.371], [1.877, -2.007, 1.343], [1.923, -0.547, 0.762], [3.222, 0.082, 1.054], [1.542, -1.880, 2.698], [2.731, -2.681, 1.276], [0.987, -2.518, 0.977], [1.191, 0.145, 1.179], [1.878, -0.676, -0.320], [3.069, 0.983, 1.350], [1.506, -2.738, 3.127], [-0.540, -2.255, 0.257], [-0.332, -1.537, -1.110], [-0.960, -2.337, -2.027], [0.186, -3.456, 0.319], [-1.594, -2.494, 0.397], [-0.256, -1.590, 1.073], [0.724, -1.429, -1.357], [-0.897, -0.616, -0.968], [-0.458, -2.396, -2.843], [-0.268, -4.189, -0.102], [-2.816, 3.163, 1.886], [-3.826, 3.624, 2.309], [-2.436, 1.953, 2.127], [-1.997, 3.682, 1.039], [-3.086, 1.326, 2.578], [-1.601, 1.593, 1.687], [-2.277, 4.623, 0.804], [-1.102, 3.300, 0.768], [0.372, -0.206, -3.265], [0.460, -1.040, -4.091], [-0.769, 0.435, -2.994], [1.325, -0.003, -2.380], [-1.567, 0.028, -3.460], [-0.840, 1.002, -2.161], [1.210, 0.645, -1.614], [2.206, -0.409, -2.661]],
  "total_charge": 1,
  "spin_multiplicity": 1,
  "homo_ev": -12.67,
  "de_lowest_kcal_mol": 268.67
}


2.
{
  "formula": "C7H23NO4",
  "method": "ωB97M-V with the def2-TZVPD basis set",
  "symbols": ["C", "C", "C", "C", "C", "C", "C", "N", "H", "H", "H", "H", "H", "H", "H", "H", "H", "H", "H", "H", "H", "H", "H", "O", "H", "H", "O", "H", "H", "O", "H", "H", "O", "H", "H"],
  "positions_angstrom": [[0.245, 2.906, 0.048], [0.220, 1.356, -0.036], [1.121, 0.406, 0.130], [2.586, 0.616, 0.171], [0.596, -0.975, 0.407], [-0.253, -1.567, -0.805], [-1.699, -1.868, -0.498], [-2.521, -0.844, 0.097], [-0.720, 3.353, 0.247], [0.954, 3.209, 0.844], [0.560, 3.229, -0.957], [-0.854, 1.155, 0.034], [3.173, -0.316, 0.205], [2.932, 1.089, 1.125], [2.985, 1.254, -0.601], [-0.117, -0.897, 1.240], [1.492, -1.619, 0.544], [-0.124, -0.650, -1.429], [0.175, -2.407, -1.359], [-1.850, -2.752, 0.153], [-2.156, -2.213, -1.459], [-3.147, -0.430, -0.561], [-2.576, -0.653, 1.076], [-2.102, 0.423, -3.289], [-2.201, -0.063, -2.468], [-1.330, 0.115, -3.766], [0.906, 0.803, 2.790], [0.971, 1.725, 2.538], [1.752, 0.367, 2.893], [-1.897, 0.077, 3.173], [-2.216, -0.744, 3.547], [-0.984, 0.288, 3.407], [1.743, -1.623, -2.672], [2.447, -2.072, -2.194], [1.888, -0.677, -2.574]],
  "smiles": "C/C=C(\\C)CCCN.O.O.O.O",
  "total_charge": 0,
  "spin_multiplicity": 1,
  "homo_ev": -8.38,
  "de_lowest_kcal_mol": 50.14
}